106
Properties=species:S:1:pos:R:3:lowdin_charge:R:1 method="wB97M-V/def2-TZVPD" homo_energy_ev=-5.75 lumo_energy_ev=-3.0
C 6.120 -1.988 0.567 -0.08
C 5.234 -0.984 1.246 -0.32
C 5.737 0.276 1.581 -0.06
C 4.914 1.240 2.182 -0.04
C 3.587 0.934 2.454 -0.09
B 2.576 2.081 3.092 -0.97
C 2.768 1.918 4.706 -0.38
C 3.695 2.548 5.503 -0.13
C 3.548 2.196 6.890 -0.15
C 2.520 1.310 7.131 -0.62
C 2.129 0.718 8.426 -0.14
S 1.682 0.944 5.648 1.06
O 3.046 3.406 2.799 0.05
C 2.008 3.939 2.014 -0.48
C 1.987 5.448 2.184 -0.01
C 2.255 3.568 0.560 -0.03
C 0.690 3.164 2.578 -0.47
C 0.234 3.781 3.898 -0.02
C -0.468 3.044 1.594 -0.01
O 1.189 1.858 2.798 0.03
C 3.077 -0.320 2.157 -0.04
C 3.901 -1.279 1.551 -0.06
H 5.574 -2.918 0.388 0.06
H 6.483 -1.609 -0.397 0.07
H 7.004 -2.207 1.178 0.07
H 6.778 0.519 1.364 0.10
H 5.320 2.222 2.437 0.11
H 4.473 3.215 5.147 0.10
H 4.180 2.578 7.683 0.09
H 2.766 1.123 9.212 0.07
H 1.088 0.959 8.657 0.07
H 2.245 -0.370 8.413 0.07
H 1.179 5.881 1.583 0.08
H 1.836 5.719 3.233 0.08
H 2.941 5.862 1.839 0.09
H 1.502 4.038 -0.076 0.03
H 3.251 3.916 0.257 0.11
H 2.207 2.482 0.398 0.10
H -0.257 4.746 3.712 0.08
H -0.491 3.122 4.388 0.09
H 1.079 3.931 4.583 0.09
H -0.850 4.033 1.318 0.08
H -0.161 2.507 0.690 0.07
H -1.283 2.483 2.065 0.09
H 2.040 -0.558 2.399 0.11
H 3.494 -2.262 1.313 0.09
F -2.206 -4.579 -2.545 0.14
C -1.074 -3.982 -2.999 -0.53
F -0.658 -3.087 -2.038 0.12
F -0.093 -4.945 -3.084 0.12
C -1.204 -3.272 -4.318 -0.02
N 0.091 -2.630 -4.622 -0.03
C 0.858 -3.241 -5.642 -0.24
C 0.410 -3.184 -6.975 -0.02
C 1.104 -3.870 -7.965 -0.08
C 2.196 -4.677 -7.625 -0.08
C 2.630 -4.750 -6.297 -0.06
C 1.974 -4.022 -5.307 -0.02
C 0.396 -1.385 -4.116 -0.18
C 1.748 -0.994 -3.935 0.03
C 2.051 0.209 -3.321 0.02
C 1.030 1.149 -2.978 -0.20
C 1.326 2.456 -2.458 0.13
C 0.678 3.644 -2.905 -0.17
C 0.883 4.928 -2.297 0.02
C 0.070 6.003 -2.580 0.02
C -0.907 5.926 -3.601 -0.17
N -1.784 6.962 -3.820 -0.02
C -2.027 7.972 -2.774 -0.01
C -3.160 7.482 -1.917 -0.52
F -3.437 8.253 -0.833 0.14
F -4.305 7.389 -2.675 0.12
F -2.888 6.209 -1.468 0.12
C -2.270 7.309 -5.105 -0.24
C -3.426 6.702 -5.620 -0.02
C -3.946 7.131 -6.839 -0.07
C -3.319 8.158 -7.551 -0.07
C -2.189 8.789 -7.019 -0.07
C -1.690 8.399 -5.780 -0.01
C -0.975 4.745 -4.377 0.03
C -0.211 3.644 -4.036 0.01
C -0.318 0.732 -3.177 -0.01
C -0.628 -0.505 -3.706 0.00
H -1.399 -4.011 -5.098 0.15
H -2.016 -2.544 -4.242 0.12
H -0.470 -2.576 -7.203 0.12
H 0.781 -3.785 -9.003 0.11
H 2.714 -5.246 -8.397 0.11
H 3.476 -5.378 -6.018 0.11
H 2.289 -4.058 -4.262 0.12
H 2.538 -1.677 -4.262 0.12
H 3.092 0.483 -3.143 0.13
H 2.171 2.540 -1.778 0.12
H 1.693 5.088 -1.585 0.12
H 0.207 6.946 -2.050 0.11
H -1.151 8.128 -2.142 0.13
H -2.338 8.893 -3.273 0.15
H -3.905 5.915 -5.034 0.12
H -4.850 6.657 -7.224 0.11
H -3.711 8.470 -8.519 0.11
H -1.696 9.596 -7.562 0.11
H -0.838 8.905 -5.317 0.13
H -1.662 4.702 -5.224 0.12
H -0.304 2.746 -4.643 0.12
H -1.135 1.400 -2.911 0.13
H -1.669 -0.786 -3.853 0.11

106
Properties=species:S:1:pos:R:3:mulliken_spin:R:1 method="wB97M-V/def2-TZVPD" total_charge=-1 homo_energy_ev="-1.88 / -4.20" lumo_energy_ev="2.1 / 1.6" multiplicity=5
Pd 0.028 -1.355 0.346 1.52
N -3.225 -4.166 -0.264 0.04
C -4.120 -3.110 -0.371 0.01
C -5.493 -3.061 -0.499 0.01
C -6.095 -1.799 -0.582 0.04
C -5.323 -0.643 -0.538 -0.02
C -3.936 -0.702 -0.409 0.05
C -3.323 -1.945 -0.320 -0.09
N -1.998 -2.280 -0.193 0.23
C -1.949 -3.638 -0.128 0.18
C -0.800 -4.387 0.078 0.02
C -0.610 -5.787 0.136 0.48
S 1.059 -6.110 0.497 0.11
C 1.388 -4.412 0.523 -0.03
N 0.370 -3.663 0.294 0.06
H -3.454 -5.137 -0.179 0.00
H -6.089 -3.966 -0.534 0.00
H -7.171 -1.725 -0.678 0.01
H -5.809 0.325 -0.605 0.01
H -3.336 0.195 -0.385 0.06
H -1.318 -6.589 0.001 0.03
H 2.384 -4.034 0.721 -0.01
C -0.024 0.748 0.029 0.92
Ge -1.035 1.594 -1.419 -0.02
C 0.227 2.751 -2.397 0.01
C 1.200 2.148 -3.201 0.01
C 2.196 2.902 -3.807 0.01
C 2.239 4.277 -3.615 0.00
C 1.287 4.892 -2.812 0.00
C 0.291 4.133 -2.204 0.00
C -2.519 2.764 -0.870 0.01
C -3.113 2.722 0.390 0.02
C -4.207 3.524 0.696 0.01
C -4.718 4.394 -0.257 0.00
C -4.135 4.456 -1.517 0.00
C -3.048 3.645 -1.820 0.02
C -1.764 0.259 -2.643 -0.03
C -2.981 0.446 -3.300 -0.01
C -3.485 -0.533 -4.147 0.00
C -2.770 -1.707 -4.357 0.00
C -1.549 -1.896 -3.726 0.03
C -1.059 -0.916 -2.875 -0.03
H 1.186 1.070 -3.349 -0.01
H 2.940 2.413 -4.424 0.00
H 3.015 4.868 -4.086 0.00
H 1.320 5.964 -2.656 0.00
H -0.436 4.624 -1.567 0.00
H -2.732 2.043 1.145 0.00
H -4.667 3.458 1.674 0.00
H -5.570 5.021 -0.019 0.00
H -4.526 5.137 -2.264 0.00
H -2.605 3.698 -2.810 0.00
H -3.562 1.344 -3.122 0.00
H -4.443 -0.388 -4.632 0.00
H -3.168 -2.475 -5.010 0.00
H -0.984 -2.807 -3.887 0.00
H -0.102 -1.066 -2.399 0.05
C 4.881 -2.079 3.422 0.00
C 3.520 -1.826 3.589 0.00
C 2.696 -1.569 2.506 -0.03
C 3.184 -1.568 1.178 0.01
C 4.566 -1.862 1.029 0.00
C 5.382 -2.100 2.125 0.00
N 2.337 -1.381 0.117 0.07
C 2.849 -1.186 -1.162 -0.04
C 3.837 -0.231 -1.467 0.01
C 4.259 -0.017 -2.770 -0.01
C 3.712 -0.742 -3.824 0.02
C 2.741 -1.695 -3.543 0.00
C 2.322 -1.918 -2.238 0.01
H 5.520 -2.287 4.271 0.00
H 3.090 -1.852 4.585 0.00
H 1.641 -1.392 2.661 0.03
H 4.987 -1.911 0.034 0.00
H 6.431 -2.325 1.961 0.00
H 4.266 0.353 -0.660 0.00
H 5.018 0.732 -2.969 0.00
H 4.036 -0.565 -4.843 0.00
H 2.312 -2.280 -4.349 0.00
H 1.582 -2.680 -2.017 -0.02
C 0.846 1.068 4.421 0.00
N 0.571 1.676 3.106 0.01
C -0.853 1.746 2.761 0.07
C 1.524 1.787 2.183 0.05
S 1.215 1.861 0.484 0.05
N 2.781 2.058 2.585 0.04
C 3.039 2.955 3.704 0.00
C 3.930 1.861 1.703 0.01
H 0.308 0.129 4.507 0.00
H 0.512 1.734 5.218 0.00
H 1.905 0.874 4.532 0.00
H -1.400 1.949 3.681 0.01
H -1.207 0.811 2.337 -0.04
H -1.023 2.556 2.056 -0.01
H 2.109 3.268 4.164 0.00
H 3.563 3.838 3.329 0.00
H 3.667 2.476 4.457 0.00
H 3.690 1.130 0.944 0.00
H 4.762 1.477 2.295 0.00
H 4.225 2.800 1.226 0.00
B -1.306 -1.977 5.018 0.00
C -1.001 -1.718 3.484 -0.04
N -0.792 -1.420 2.389 0.12
H -1.906 -3.025 5.126 0.00
H -0.231 -2.012 5.595 0.00
H -1.978 -1.034 5.405 0.00

115
Properties=species:S:1:pos:R:3:lowdin_charge:R:1 method="wB97M-V/def2-TZVPD" total_charge=-1 homo_energy_ev=-5.53 lumo_energy_ev=1.7
Ba -1.006 1.234 0.771 1.80
O -4.986 1.937 -0.675 0.03
C -3.791 2.165 -0.503 -0.66
O -3.135 2.150 0.586 -0.44
C -2.956 2.562 -1.723 -0.20
C -3.556 2.791 -2.955 0.00
C -2.772 3.251 -3.999 -0.06
C -1.417 3.468 -3.780 -0.06
C -0.899 3.185 -2.527 -0.14
N -1.648 2.734 -1.523 0.02
H -4.617 2.611 -3.052 0.12
H -3.210 3.447 -4.969 0.10
H -0.773 3.844 -4.564 0.10
H 0.156 3.315 -2.306 0.09
C 2.700 3.230 -3.884 -0.04
C 4.017 2.549 -3.634 -0.22
C 5.201 3.101 -4.116 -0.05
C 6.426 2.485 -3.915 -0.09
C 6.489 1.291 -3.211 -0.09
C 5.327 0.737 -2.701 -0.01
C 4.094 1.353 -2.908 -0.22
N 2.922 0.749 -2.396 0.14
C 2.164 1.239 -1.330 -0.37
N 2.631 2.409 -0.848 0.15
C 2.215 3.292 0.197 -0.27
C 1.099 3.029 0.995 -0.25
C 0.864 3.993 1.989 -0.17
C 1.659 5.118 2.173 -0.11
C 2.753 5.321 1.346 -0.08
C 3.053 4.416 0.339 -0.24
C 4.257 4.649 -0.542 -0.05
N 1.112 0.598 -0.923 0.01
C 0.769 -0.575 -1.639 -0.29
C -0.088 -0.481 -2.738 -0.04
C -0.473 -1.614 -3.438 -0.10
C -0.020 -2.861 -3.032 -0.09
C 0.829 -2.958 -1.941 -0.04
C 1.251 -1.831 -1.237 -0.23
C 2.231 -1.956 -0.101 -0.03
H 2.727 3.775 -4.828 0.08
H 2.467 3.944 -3.089 0.07
H 1.888 2.503 -3.918 0.07
H 5.152 4.028 -4.675 0.11
H 7.328 2.934 -4.309 0.10
H 7.439 0.799 -3.049 0.10
H 5.359 -0.181 -2.125 0.11
H 2.830 -0.244 -2.541 0.14
H 3.530 2.647 -1.231 0.09
H 0.013 3.868 2.659 0.07
H 1.433 5.836 2.955 0.09
H 3.387 6.192 1.479 0.10
H 4.760 5.573 -0.257 0.08
H 3.990 4.736 -1.601 0.07
H 4.996 3.843 -0.460 0.08
H -0.445 0.500 -3.032 0.10
H -1.137 -1.523 -4.290 0.11
H -0.331 -3.755 -3.558 0.10
H 1.182 -3.934 -1.623 0.12
H 2.156 -2.937 0.370 0.08
H 2.082 -1.185 0.653 0.05
H 3.259 -1.846 -0.464 0.08
C -1.917 1.562 5.921 -0.02
C -1.022 1.158 4.778 -0.53
O -1.022 1.740 3.702 -0.09
N -0.200 0.107 5.036 0.08
C 0.792 -0.369 4.084 -0.12
C 0.404 -1.654 3.390 -0.25
C 0.630 -2.880 4.005 -0.02
C 0.252 -4.045 3.358 -0.05
C -0.309 -3.952 2.098 -0.03
C -0.482 -2.691 1.550 -0.16
N -0.161 -1.558 2.181 0.10
H -2.387 2.511 5.681 0.04
H -1.352 1.644 6.850 0.08
H -2.703 0.817 6.054 0.06
H -0.321 -0.384 5.905 0.14
H 1.746 -0.498 4.597 0.13
H 0.931 0.409 3.343 0.09
H 1.100 -2.914 4.981 0.11
H 0.400 -5.010 3.825 0.11
H -0.622 -4.831 1.549 0.12
H -0.895 -2.584 0.558 0.09
I -3.971 4.192 3.321 0.74
C -5.269 2.630 2.715 -1.14
I -4.857 0.740 3.589 0.80
H -5.160 2.499 1.643 -0.08
H -6.273 2.904 3.007 -0.05
C 3.741 1.497 2.641 -0.15
O 2.813 0.716 1.914 -0.17
H 3.258 2.060 3.447 0.08
H 4.264 2.213 1.998 0.07
H 4.474 0.817 3.076 0.08
H 2.120 1.328 1.596 0.00
O -3.215 -9.297 1.382 -0.37
S -4.279 -8.326 1.559 0.39
O -4.092 -7.417 2.672 -0.38
O -5.627 -8.843 1.403 -0.36
C -4.097 -7.267 0.082 -0.34
N -4.051 -7.885 -1.102 0.12
C -3.853 -7.114 -2.159 -0.13
C -3.687 -5.738 -2.072 -0.01
C -3.786 -5.191 -0.802 -0.22
N -3.999 -5.958 0.263 0.16
C -3.590 -3.744 -0.519 -0.13
C -3.272 -2.814 -1.503 0.00
C -2.958 -1.519 -1.126 -0.14
N -2.944 -1.104 0.139 0.01
C -3.341 -1.977 1.067 -0.17
C -3.664 -3.292 0.795 0.00
H -3.814 -7.614 -3.122 0.10
H -3.493 -5.146 -2.954 0.09
H -3.226 -3.084 -2.548 0.10
H -2.670 -0.790 -1.875 0.10
H -3.347 -1.613 2.089 0.07
H -3.933 -3.986 1.581 0.12

110
Properties=species:S:1:pos:R:3:lowdin_charge:R:1 method="wB97M-V/def2-TZVPD" total_charge=+2 homo_energy_ev=-11.15 lumo_energy_ev=-4.6
In 2.024 -0.773 1.066 0.78
C 0.532 -3.246 -3.501 -0.03
N 1.351 -2.340 -2.789 -0.12
C 2.073 -1.402 -3.688 -0.01
C 1.788 -2.476 -1.537 -0.37
O 2.384 -1.548 -0.984 -0.09
C 1.660 -3.726 -0.667 -0.04
O 2.396 -3.443 0.543 -0.13
C 1.947 -4.151 1.601 -0.15
C 1.841 -3.259 2.836 -0.41
O 2.261 -2.091 2.846 -0.02
N 1.183 -3.731 3.860 -0.08
C 0.630 -5.116 3.896 0.01
C 0.935 -2.832 5.007 0.02
H 1.056 -4.171 -3.651 0.10
H 0.423 -2.939 -4.551 0.11
H -0.449 -3.337 -3.065 0.10
H 2.809 -0.770 -3.157 0.08
H 1.303 -0.783 -4.218 0.11
H 2.628 -1.986 -4.448 0.11
H 2.190 -4.523 -1.296 0.18
H 0.655 -4.054 -0.432 0.12
H 2.576 -5.077 1.819 0.18
H 0.913 -4.400 1.445 0.12
H -0.298 -5.099 3.341 0.11
H 0.558 -5.513 4.866 0.08
H 1.251 -5.869 3.434 0.09
H 1.779 -2.734 5.681 0.10
H 0.101 -3.306 5.578 0.11
H 0.655 -1.853 4.637 0.08
C -10.892 2.249 -1.910 -0.08
O -10.476 0.956 -2.276 -0.08
C -9.204 0.565 -1.973 -0.26
C -8.744 -0.547 -2.726 0.03
C -7.466 -1.040 -2.487 0.01
C -6.702 -0.473 -1.418 -0.26
C -7.267 0.519 -0.587 -0.01
C -8.519 1.056 -0.889 -0.01
N -5.395 -0.954 -1.255 0.07
N -4.743 -0.244 -0.487 0.04
C -3.431 -0.671 -0.147 -0.22
C -2.955 -1.866 -0.495 -0.01
C -1.652 -2.245 -0.131 0.01
C -0.949 -1.475 0.750 -0.28
O 0.319 -1.852 1.072 -0.17
C -1.487 -0.254 1.233 -0.17
N -0.776 0.487 2.083 0.10
C -1.094 1.777 2.291 -0.11
C -2.271 2.323 1.775 -0.04
C -3.082 1.493 1.021 0.01
C -2.699 0.206 0.688 -0.10
H -10.156 2.980 -2.282 0.11
H -11.095 2.366 -0.871 0.08
H -11.863 2.378 -2.406 0.10
H -9.350 -0.909 -3.492 0.10
H -7.014 -1.871 -2.993 0.10
H -6.559 0.866 0.194 0.11
H -8.751 1.863 -0.213 0.11
H -3.579 -2.467 -1.212 0.13
H -1.144 -3.103 -0.590 0.10
H -0.544 2.359 3.022 0.11
H -2.570 3.340 1.982 0.12
H -4.057 1.889 0.559 0.15
N 1.891 0.891 2.900 0.04
C 1.987 2.311 2.569 -0.32
C 2.097 3.286 3.532 -0.03
C 2.227 4.624 3.209 -0.06
C 2.198 5.021 1.922 -0.05
C 1.992 4.070 0.895 -0.07
C 1.913 2.712 1.209 -0.31
P 1.823 1.469 -0.186 1.13
C 0.287 1.771 -1.101 -0.32
C -0.504 2.912 -0.893 -0.10
C -1.592 3.132 -1.647 -0.07
C -1.929 2.351 -2.773 0.01
C -1.119 1.210 -2.930 -0.07
C -0.074 0.942 -2.140 -0.13
C 3.306 1.921 -1.165 -0.33
C 4.376 2.391 -0.388 -0.10
C 5.613 2.676 -0.935 -0.05
C 5.702 2.630 -2.293 -0.08
C 4.644 2.358 -3.109 -0.05
C 3.447 2.010 -2.532 -0.09
H 2.421 0.793 3.789 0.12
H 0.886 0.565 2.997 0.07
H 2.146 2.999 4.602 0.14
H 2.425 5.318 4.022 0.13
H 2.303 6.041 1.696 0.10
H 2.092 4.310 -0.222 0.15
H -0.232 3.648 -0.147 0.10
H -2.104 4.078 -1.513 0.12
H -2.817 2.594 -3.230 0.09
H -1.368 0.512 -3.749 0.12
H 0.457 0.015 -2.374 0.09
H 4.266 2.581 0.676 0.11
H 6.447 3.011 -0.371 0.11
H 6.593 2.992 -2.692 0.10
H 4.784 2.479 -4.189 0.13
H 2.576 1.865 -3.158 0.11
Br 7.374 -1.604 -1.757 0.79
C 6.436 -1.021 -0.204 -0.63
C 7.162 -0.779 0.943 -0.07
C 6.430 -0.264 2.005 -0.03
C 5.059 -0.280 2.024 -0.09
N 4.333 -0.622 0.911 0.01
C 5.022 -0.919 -0.194 -0.14
H 8.236 -0.954 0.982 0.13
H 6.866 -0.083 2.985 0.13
H 4.417 -0.055 2.880 0.11
H 4.520 -1.074 -1.157 0.11

Number 1: E -3101.399702 Eh. Number 2: E -5228.447764 Eh. Number 3: E -3858.611779 Eh. Number 4: E -5684.290354 Eh.